The following is a quantum chemistry calculation of a cluster of 7 separate species, C3H18N2O9 in total in a non-equilibrium geometry, from the Open Molecules 2025 dataset.

The geometry in XYZ format:
```
32
Properties=species:S:1:pos:R:3:lowdin_charge:R:1
O 2.0617 -1.6841 0.9964 0.186
C 0.9705 -1.1803 0.8829 -0.374
N 0.6659 -0.2391 -0.0257 0.186
C 1.5363 0.2333 -0.9991 -0.578
O 2.5935 -0.4669 -1.3671 0.126
O 1.3579 1.3197 -1.5001 0.162
C -0.2324 -1.5401 1.8347 -0.088
N -1.4694 -0.8213 1.8709 0.302
H -0.1401 0.3830 0.0190 0.142
H 2.8339 -1.0946 -0.5474 0.179
H 0.2716 -1.7967 2.7788 0.146
H -0.3804 -2.6081 1.5718 0.166
H -1.2861 0.1302 2.2311 0.097
H -1.8568 -0.8089 0.9473 0.102
H -1.3416 -1.7941 -3.9471 0.051
H -0.6017 -0.4993 -4.0386 0.052
O -1.4939 -0.8422 -3.9424 -0.051
H -0.5607 3.1458 -0.0114 -0.009
H 0.3182 4.1735 -0.7088 0.058
O -0.3767 4.0898 -0.0367 -0.054
H 1.5411 1.5693 3.4706 0.069
H 1.1003 0.2493 4.1193 0.065
O 0.9470 0.8211 3.3553 -0.035
H -1.7558 -0.2233 -2.0941 0.082
H -1.5750 -1.6489 -1.7323 0.052
O -1.4889 -0.7815 -1.3249 -0.067
H 0.0162 -1.6797 -2.1608 -0.001
H 1.5447 -1.6876 -2.7333 0.053
O 0.6205 -1.9539 -2.8786 -0.053
H -1.2154 1.9065 2.5999 0.049
H -1.2186 3.1434 1.7028 0.056
O -1.3856 2.1862 1.6676 -0.073
```

Results
**Spin multiplicity**: 2
**LUMO energy (spin up / spin down)**: -0.1338 / -0.3450 Ha
**Expectation value of S²**: 0.7585
**Gap between HOMO and LUMO (spin up / spin down)**: 10.61 / 4.87 eV
**Net charge**: +1
**Electronic energy**: -24801.9249 eV

=====

The following is a quantum chemistry calculation of a structure of composition C39H45CdCl5N7O2, from the Open Molecules 2025 dataset.

The geometry in XYZ format:
```
99
Properties=species:S:1:pos:R:3:lowdin_charge:R:1
Cd -1.9994 -0.4323 1.3574 1.377
Cl -1.9892 -1.1835 4.6434 0.649
C -3.5394 -1.4761 3.8651 -0.728
C -3.6311 -1.2715 2.5012 -0.337
C -4.8578 -1.5549 1.9249 -0.727
Cl -5.0279 -1.3036 0.2060 0.637
C -5.9515 -2.0156 2.6514 -0.711
Cl -7.4486 -2.3516 1.8831 0.700
C -5.8154 -2.1989 4.0289 -0.704
Cl -7.1433 -2.7618 4.9577 0.705
C -4.5958 -1.9282 4.6493 -0.715
Cl -4.4198 -2.1503 6.3446 0.692
C -0.8200 0.9990 -5.8034 -0.058
C 0.0617 1.4486 -4.6402 -0.555
C 0.0260 2.9810 -4.5569 -0.035
C 1.5013 0.9781 -4.9000 -0.034
C -0.4041 0.8655 -3.3126 -0.141
C -1.4707 -0.0149 -3.1940 0.024
C -1.8143 -0.5007 -1.9426 -0.103
N -1.1505 -0.1890 -0.8358 0.013
C -0.1053 0.6445 -0.9273 -0.226
C 0.2701 1.1961 -2.1374 0.034
C 0.6613 0.9030 0.3285 -0.199
C 1.9249 1.4685 0.3098 0.036
C 2.6443 1.6591 1.4880 -0.137
C 2.0255 1.2658 2.6679 0.020
C 0.7618 0.7051 2.6154 -0.106
N 0.0974 0.5185 1.4795 0.026
C 4.0448 2.2553 1.4330 -0.554
C 4.9353 1.3379 0.5818 -0.035
C 3.9739 3.6458 0.7864 -0.034
C 4.6645 2.3895 2.8230 -0.059
H -0.4600 1.4546 -6.7261 0.092
H -1.8587 1.3061 -5.6669 0.092
H -0.7925 -0.0839 -5.9395 0.091
H 0.3511 3.4085 -5.5065 0.092
H 0.6869 3.3650 -3.7785 0.079
H -0.9851 3.3379 -4.3524 0.094
H 1.8591 1.3854 -5.8469 0.093
H 1.5524 -0.1112 -4.9572 0.088
H 2.1834 1.3097 -4.1149 0.079
H -2.0473 -0.3275 -4.0519 0.112
H -2.6539 -1.1753 -1.8216 0.099
H 1.1004 1.8850 -2.1797 0.110
H 2.3711 1.7485 -0.6327 0.103
H 2.5080 1.3771 3.6272 0.111
H 0.2565 0.3883 3.5197 0.083
H 4.5662 1.2481 -0.4419 0.071
H 4.9933 0.3368 1.0135 0.094
H 5.9457 1.7464 0.5337 0.094
H 3.5830 3.6025 -0.2313 0.079
H 4.9733 4.0805 0.7387 0.093
H 3.3385 4.3167 1.3670 0.095
H 4.7708 1.4213 3.3161 0.091
H 4.0768 3.0457 3.4677 0.091
H 5.6607 2.8232 2.7334 0.092
C 2.5748 -4.3546 -3.9020 -0.065
C 3.3578 -4.4120 -2.5999 -0.196
N 2.6091 -3.8811 -1.4584 -0.053
C 3.0490 -2.6025 -0.9237 -0.201
C 2.8127 -1.4513 -1.8913 -0.063
C 1.6451 -4.6859 -0.9441 -0.412
O 1.4473 -5.8074 -1.3825 0.076
C 0.7669 -4.2219 0.1896 -0.100
C 0.4580 -5.1646 1.1656 0.017
C -0.4489 -4.8379 2.1545 -0.023
C -1.0515 -3.5909 2.1137 -0.142
N -0.7796 -2.6837 1.1768 0.006
C 0.1192 -2.9989 0.2407 -0.096
H 3.1757 -4.7586 -4.7174 0.080
H 2.3002 -3.3288 -4.1566 0.060
H 1.6677 -4.9510 -3.8213 0.075
H 4.2779 -3.8302 -2.6729 0.118
H 3.6311 -5.4434 -2.3775 0.124
H 4.1195 -2.6756 -0.7073 0.125
H 2.5578 -2.4234 0.0292 0.107
H 3.3573 -1.6069 -2.8243 0.076
H 3.1642 -0.5155 -1.4528 0.056
H 1.7544 -1.3442 -2.1392 0.066
H 0.9184 -6.1426 1.1161 0.131
H -0.7101 -5.5395 2.9342 0.115
H -1.7929 -3.3095 2.8524 0.069
H 0.2958 -2.2455 -0.5166 0.093
C -3.7952 4.1271 0.0725 0.001
N -3.6034 3.6539 1.4411 -0.040
C -4.0712 4.3432 2.5115 -0.033
C -3.9296 3.8720 3.7659 0.007
C -3.2626 2.6155 3.9077 -0.368
N -2.7841 1.9518 2.8683 0.161
C -2.9574 2.4383 1.6225 -0.516
O -2.5711 1.8222 0.6181 -0.069
N -3.1001 2.0736 5.1217 0.182
H -4.3444 5.0644 0.1031 0.093
H -4.3547 3.3892 -0.4975 0.100
H -2.8317 4.2790 -0.4089 0.098
H -4.5641 5.2801 2.2923 0.137
H -4.3064 4.4195 4.6157 0.114
H -3.4945 2.5066 5.9367 0.116
H -2.6947 1.1532 5.1993 0.039
```

Results
**Energy relative to the best compared isomer or geometry (same formula, charge and spin)**: 0.0 kcal/mol
**LUMO energy**: -0.0952 Ha
**Gap between HOMO and LUMO**: 8.38 eV
**Net charge**: +1
**Electronic energy**: -122875.1360 eV

=====

The following is a quantum chemistry calculation of a structure of composition BrCoH10O5 in a non-equilibrium geometry, from the Open Molecules 2025 dataset.

The geometry in XYZ format:
```
17
Properties=species:S:1:pos:R:3:lowdin_charge:R:1
Co -0.2600 -0.1371 -0.0988 0.433
Br -2.1357 -1.7587 -1.0125 -0.082
O 1.0638 -0.3370 -1.7856 -0.057
H 1.9902 -0.1065 -1.9402 0.099
H 0.8646 -1.0549 -2.4105 0.095
O 0.5926 -1.9100 0.6519 -0.095
H 0.4584 -2.5247 1.3863 0.102
H 1.4764 -2.1109 0.3124 0.087
O -1.3949 0.2262 1.6132 -0.067
H -2.0532 0.9317 1.6688 0.100
H -1.3273 -0.1305 2.5082 0.102
O 1.2175 1.0580 0.8349 -0.032
H 1.8178 0.5699 1.4169 0.094
H 1.4276 1.9910 0.9770 0.106
O -1.0994 1.5063 -1.1194 -0.070
H -1.4794 2.3711 -0.9208 0.096
H -1.1589 1.4162 -2.0817 0.090
```

Results
**Spin multiplicity**: 4
**Energy relative to the best compared isomer or geometry (same formula, charge and spin)**: 15.8 kcal/mol
**LUMO energy (spin up / spin down)**: -0.1374 / -0.1370 Ha
**Expectation value of S²**: 3.7557
**Gap between HOMO and LUMO (spin up / spin down)**: 7.86 / 7.80 eV
**Net charge**: +1
**Electronic energy**: -118064.7269 eV

=====

The following is a quantum chemistry calculation of a cluster of 2 separate species, C2H2FN3O in total in a non-equilibrium geometry, from the Open Molecules 2025 dataset.

The geometry in XYZ format:
```
9
Properties=species:S:1:pos:R:3:lowdin_charge:R:1
C -0.3347 0.9546 -0.4051 0.089
C 2.4125 0.7557 -0.0722 -0.280
N -0.3991 -0.1793 -0.1208 -0.213
N -0.0437 -1.3617 -0.2037 0.065
N 2.1720 -0.4419 -0.1693 0.032
O 2.4572 1.9163 0.1256 0.135
F 2.8973 -1.5394 0.0713 0.018
H -0.9947 1.8336 -0.5547 0.092
H 0.1005 -1.7003 0.7306 0.061
```

Results
**Energy relative to the best compared isomer or geometry (same formula, charge and spin)**: 134.4 kcal/mol
**LUMO energy**: 0.0078 Ha
**Gap between HOMO and LUMO**: 9.09 eV
**Electronic energy**: -11334.7077 eV

=====

The following is a quantum chemistry calculation of a cluster of 2 separate species, C4H11N2 in total in a non-equilibrium geometry, from the Open Molecules 2025 dataset.

The geometry in XYZ format:
```
17
Properties=species:S:1:pos:R:3:lowdin_charge:R:1
C -2.5329 -0.2272 -0.7959 -0.134
C 1.9412 1.5078 1.5828 0.005
C 0.9726 0.5917 1.5800 -0.144
C -0.4695 -0.9463 -1.0636 -0.151
N -1.1588 -0.0147 -0.5507 -0.006
N 0.9911 -0.7692 -0.7898 0.165
H -2.8992 -0.8854 -1.6834 0.126
H -2.9369 0.7675 -0.8698 0.073
H 1.8806 2.5547 1.1552 0.106
H -2.9356 -0.5015 0.2842 0.145
H 2.8944 1.1054 1.8609 0.060
H 0.0100 0.9762 1.3021 0.048
H 1.0022 -0.4441 1.9367 0.095
H -0.8294 -1.7712 -1.7788 0.172
H 1.1524 -0.3658 0.2111 0.067
H 1.3924 0.0427 -1.3785 0.206
H 1.5255 -1.6206 -1.0024 0.165
```

Results
**Energy relative to the best compared isomer or geometry (same formula, charge and spin)**: 88.2 kcal/mol
**LUMO energy**: -0.1377 Ha
**Gap between HOMO and LUMO**: 10.81 eV
**Net charge**: +1
**Electronic energy**: -7297.1231 eV

=====

The following is a quantum chemistry calculation of a structure of composition C33H32CrN4O7, from the Open Molecules 2025 dataset.

The geometry in XYZ format:
```
77
Properties=species:S:1:pos:R:3:lowdin_charge:R:1
Cr -0.0710 0.3940 -0.6490 0.959
C 3.5158 0.2607 -2.9809 -0.032
C 3.7258 -0.5961 -1.7644 -0.207
C 4.6613 -1.6245 -1.7771 -0.065
C 4.8368 -2.4444 -0.6729 -0.104
C 4.0674 -2.2285 0.4612 -0.063
C 3.1334 -1.1981 0.5080 -0.198
C 2.2956 -0.9792 1.7380 -0.018
C 2.9675 -0.3782 -0.6103 -0.190
N 1.9940 0.6541 -0.5998 0.027
C 2.4252 1.9179 -0.7250 -0.481
O 3.5700 2.3659 -0.6741 0.035
C 1.2864 2.8637 -1.0673 -0.148
C 1.4102 4.2279 -1.2191 0.017
C 0.2830 4.9501 -1.5967 -0.034
C -0.9254 4.3003 -1.8159 0.017
C -0.9678 2.9326 -1.6353 -0.141
N 0.1211 2.2662 -1.2784 0.043
C -2.2004 2.0612 -1.7999 -0.472
O -3.2193 2.5405 -2.2955 0.038
N -1.9634 0.8154 -1.3698 0.020
C -2.9865 -0.1545 -1.5609 -0.184
C -3.9129 -0.3974 -0.5478 -0.191
C -3.9201 0.4444 0.7006 -0.025
C -4.8598 -1.4019 -0.7290 -0.058
C -4.9031 -2.1397 -1.9007 -0.099
C -3.9968 -1.8644 -2.9148 -0.063
C -3.0354 -0.8724 -2.7605 -0.213
C -2.0772 -0.5460 -3.8734 -0.030
H 3.9930 -0.1876 -3.8532 0.073
H 3.9305 1.2608 -2.8273 0.077
H 2.4491 0.3784 -3.1898 0.082
H 5.2451 -1.7939 -2.6760 0.101
H 5.5599 -3.2508 -0.6999 0.091
H 4.1917 -2.8634 1.3320 0.102
H 2.7171 -1.5109 2.5922 0.081
H 1.2745 -1.3399 1.5863 0.068
H 2.2339 0.0833 1.9820 0.081
H 2.3758 4.6834 -1.0469 0.119
H 0.3473 6.0247 -1.7196 0.106
H -1.8278 4.8122 -2.1222 0.119
H -2.9146 0.7710 0.9592 0.050
H -4.3349 -0.1113 1.5438 0.079
H -4.5310 1.3381 0.5429 0.089
H -5.5710 -1.6036 0.0654 0.102
H -5.6400 -2.9242 -2.0254 0.091
H -4.0310 -2.4263 -3.8430 0.101
H -2.1719 -1.2664 -4.6867 0.075
H -1.0481 -0.5566 -3.5150 0.065
H -2.2791 0.4532 -4.2709 0.085
C -0.3965 -3.3709 -0.2676 -0.041
C -0.1581 -2.6159 -1.5647 -0.513
C 1.0490 -3.1476 -2.3176 -0.043
O 0.0228 -1.2591 -1.2693 -0.312
H -0.7558 -4.3822 -0.4757 0.077
H -1.1352 -2.8436 0.3389 0.072
H 0.5361 -3.4383 0.3024 0.079
H -1.0467 -2.7350 -2.1970 0.123
H 1.9436 -3.0569 -1.6977 0.068
H 1.2096 -2.5765 -3.2365 0.079
H 0.9025 -4.2008 -2.5801 0.078
O -1.0419 -0.5941 1.6664 0.021
C -0.5976 0.5127 1.9721 -0.621
O -0.2174 1.3931 1.1244 -0.078
C -0.4163 0.8415 3.4340 -0.107
C -1.0823 0.0879 4.3885 0.011
C -0.9007 0.3512 5.7358 0.007
C -0.0340 1.3643 6.0988 -0.149
C 0.6486 2.1232 5.1685 0.009
C 0.4444 1.8592 3.8230 0.008
N 0.1732 1.6421 7.5391 -0.357
O 0.9707 2.5055 7.8391 0.067
O -0.4652 0.9878 8.3373 0.065
H -1.7339 -0.7100 4.0576 0.124
H -1.4112 -0.2142 6.5015 0.116
H 1.3204 2.9007 5.5023 0.117
H 0.9494 2.4356 3.0596 0.124
```

Results
**Spin multiplicity**: 4
**Energy relative to the best compared isomer or geometry (same formula, charge and spin)**: 0.0 kcal/mol
**LUMO energy (spin up / spin down)**: 0.0520 / 0.0517 Ha
**Expectation value of S²**: 3.7746
**Gap between HOMO and LUMO (spin up / spin down)**: 6.99 / 7.24 eV
**Net charge**: -1
**Electronic energy**: -83459.7024 eV

=====

The following is a quantum chemistry calculation of a cluster of 2 separate species, C4H10O4 in total in a non-equilibrium geometry, from the Open Molecules 2025 dataset.

The geometry in XYZ format:
```
18
Properties=species:S:1:pos:R:3:lowdin_charge:R:1
C 0.5823 -1.9371 1.0072 0.041
C -0.0355 -1.5235 -0.0918 -0.065
C -1.2084 -0.5196 -0.0494 -0.722
O -2.3858 -1.2429 0.0932 0.064
O -1.1852 0.1354 -1.2939 0.026
O -1.1218 0.3867 0.9819 0.020
H 1.3004 -2.7389 0.9846 0.062
H 0.4440 -1.4230 1.9444 0.077
H 0.0492 -2.0367 -1.0358 0.113
H -2.9797 -0.7283 0.6583 0.115
H -1.9778 0.6850 -1.3695 0.115
H -0.1997 0.8242 0.9525 0.092
C 1.4268 2.0073 -0.6609 -0.127
O 1.3874 1.1803 0.4903 -0.149
H 1.0598 2.9886 -0.3593 0.089
H 0.7862 1.6004 -1.4490 0.073
H 2.4469 2.0999 -1.0348 0.080
H 1.6110 0.2423 0.2321 0.095
```

Results
**Energy relative to the best compared isomer or geometry (same formula, charge and spin)**: 31.9 kcal/mol
**LUMO energy**: 0.0292 Ha
**Gap between HOMO and LUMO**: 11.01 eV
**Electronic energy**: -12499.2210 eV
**SMILES**: C=CC(O)(O)O.CO